1.
Entry from the OMol25 dataset: an isolated molecule of C3H5NO2 (ωB97M-V with the def2-TZVPD basis set).

```
11
Properties=species:S:1:pos:R:3:forces:R:3:mulliken_charge:R:1
C -1.720955 0.079109 0.022440 -0.149 0.041 0.017 -0.99
C -0.336365 -0.316644 -0.358807 0.020 -0.543 -0.398 0.69
O -0.100542 -1.335675 -0.973416 -0.112 0.136 0.165 -0.55
C 0.861916 0.550705 0.032356 0.061 0.249 0.116 0.42
O 0.803514 1.764016 0.015311 0.067 -0.320 0.088 -0.57
N 1.933457 -0.214931 0.357522 0.095 0.097 -0.149 -0.39
H -2.402802 -0.588814 -0.509294 -0.005 0.182 0.195 0.29
H -1.805913 -0.074980 1.105205 -0.111 0.047 -0.111 0.28
H -1.948562 1.127751 -0.179249 0.174 -0.097 0.001 0.31
H 1.865753 -1.195116 0.121819 0.080 0.153 -0.035 0.24
H 2.850498 0.204576 0.366108 -0.120 0.054 0.111 0.26
```
Positions in Å, forces in eV/Å.

Properties
Maximum force in eV/Å: 0.673
Energy above the lowest of the compared OMol25 structures with the same formula, charge and spin in eV: 0.264
LUMO level in eV: 0.454
SMILES string: CC(=O)C(N)=O
Net charge: 0
Frontier orbital gap in eV: 10.183



2.
Entry from the OMol25 dataset: an isolated molecule of C3H5NO2 at a distorted geometry (ωB97M-V with the def2-TZVPD basis set).

```
11
Properties=species:S:1:pos:R:3:forces:R:3:mulliken_charge:R:1
C 1.691683 -0.505414 -0.155378 0.694 -0.153 0.182 -0.73
N 0.261227 -0.517290 -0.050290 -4.318 -1.311 3.245 -0.16
C -0.459362 0.600052 0.107179 0.056 3.245 -3.341 0.34
C -2.028121 0.390800 -0.028402 0.865 0.623 1.787 0.08
O -0.047168 1.748749 -0.019674 -0.526 -0.499 0.648 -0.60
O -2.579444 -0.664939 -0.048432 -0.010 -0.358 -0.303 -0.44
H -0.483676 -0.903157 0.757355 3.532 -1.531 -2.111 0.32
H -2.545246 1.359097 0.074853 -0.091 0.059 -0.505 0.35
H 2.151861 -1.129103 0.611313 0.020 0.118 -0.054 0.29
H 1.969942 -0.897865 -1.139103 -0.111 -0.098 0.203 0.24
H 2.068304 0.519071 -0.109419 -0.112 -0.095 0.249 0.31
```
Positions in Å, forces in eV/Å.

Properties
Maximum force in eV/Å: 5.558
Energy above the lowest of the compared OMol25 structures with the same formula, charge and spin in eV: 2.448
LUMO level in eV: -0.041
SMILES string: CNC(=O)C=O
Net charge: 0
Frontier orbital gap in eV: 9.837



3.
Entry from the OMol25 dataset: an isolated molecule of C3H5NO2 (ωB97M-V with the def2-TZVPD basis set).

```
11
Properties=species:S:1:pos:R:3:forces:R:3:mulliken_charge:R:1
C -1.926579 0.153434 -0.417825 -0.050 -0.022 -0.065 -0.98
C -0.598452 -0.471474 -0.101370 -0.108 -0.429 0.052 0.77
O -0.386247 -1.648524 0.033165 -0.082 0.519 -0.078 -0.53
O 0.362388 0.492329 0.039795 0.022 0.006 -0.009 -0.37
C 1.639108 0.078446 0.335805 0.287 0.131 0.057 0.17
N 2.527908 0.960286 0.445079 -0.244 -0.349 -0.025 -0.57
H -2.383950 0.508280 0.511625 0.096 -0.048 -0.099 0.26
H -1.804600 1.012049 -1.081323 0.005 -0.124 0.096 0.31
H -2.576470 -0.597981 -0.868001 0.097 0.111 0.086 0.32
H 1.728551 -1.003571 0.442289 0.032 0.163 -0.010 0.34
H 3.418343 0.516731 0.660763 -0.056 0.042 -0.005 0.27
```
Positions in Å, forces in eV/Å.

Properties
Maximum force in eV/Å: 0.531
Energy above the lowest of the compared OMol25 structures with the same formula, charge and spin in eV: 0.672
LUMO level in eV: 0.863
SMILES string: [H]/N=C/OC(C)=O
Net charge: 0
Frontier orbital gap in eV: 11.451



4.
Entry from the OMol25 dataset: an isolated molecule of C3H5NO2 (ωB97M-V with the def2-TZVPD basis set).

```
11
Properties=species:S:1:pos:R:3:forces:R:3:mulliken_charge:R:1
N -1.806378 -0.388959 0.034326 -0.059 0.066 0.002 -0.37
C -0.771635 0.494585 0.024583 0.088 0.126 -0.090 0.55
O -0.880050 1.637715 -0.381294 0.056 -0.341 0.203 -0.60
C 0.557535 -0.069708 0.497780 0.129 -0.106 0.007 -0.39
C 1.649310 0.092575 -0.533021 0.430 -0.276 -0.013 -0.01
O 2.529369 -0.725814 -0.633093 -0.216 0.320 -0.203 -0.47
H -1.695402 -1.350955 0.308228 0.012 0.187 -0.023 0.20
H -2.700028 -0.077022 -0.314958 0.128 -0.046 0.046 0.23
H 0.521435 -1.126237 0.776821 -0.044 0.152 -0.001 0.21
H 0.957088 0.489343 1.353609 -0.442 0.086 0.020 0.27
H 1.638751 1.024482 -1.132983 -0.081 -0.168 0.053 0.38
```
Positions in Å, forces in eV/Å.

Properties
Maximum force in eV/Å: 0.511
Energy above the lowest of the compared OMol25 structures with the same formula, charge and spin in eV: 0.454
LUMO level in eV: 0.728
SMILES string: NC(=O)CC=O
Net charge: 0
Frontier orbital gap in eV: 10.674



5.
Entry from the OMol25 dataset: a cluster of 2 separate species, C3H5NO2 in total (ωB97M-V with the def2-TZVPD basis set).

```
11
Properties=species:S:1:pos:R:3:forces:R:3:mulliken_charge:R:1
N 2.067497 1.288739 0.207588 -0.240 -0.272 -0.054 -0.60
C 1.081571 0.524385 0.199963 0.309 0.138 0.011 0.67
O -0.044610 0.811639 1.003000 -0.050 -0.114 0.130 -0.14
C -0.980074 -0.104322 0.939096 0.354 -0.214 0.055 -0.42
C -0.394897 -1.146640 0.021450 -0.174 -0.081 0.111 -0.01
O 0.850570 -0.620435 -0.454909 0.104 0.109 0.051 -0.37
H 2.806742 0.925554 -0.388187 -0.028 0.065 -0.022 0.28
H -1.941354 0.937328 -1.011217 -0.140 0.112 -0.151 0.00
H -2.192521 0.832298 -0.314621 -0.198 0.142 -0.255 0.07
H -0.216958 -2.045541 0.623129 0.029 0.031 -0.065 0.27
H -1.035970 -1.403002 -0.825289 0.032 0.085 0.189 0.25
```
Positions in Å, forces in eV/Å.

Properties
Maximum force in eV/Å: 0.417
Energy above the lowest of the compared OMol25 structures with the same formula, charge and spin in eV: 4.518
LUMO level in eV: 0.185
Net charge: 0
Frontier orbital gap in eV: 9.885



6.
Entry from the OMol25 dataset: an isolated molecule of C3H5NO2 (ωB97M-V with the def2-TZVPD basis set).

```
11
Properties=species:S:1:pos:R:3:forces:R:3:mulliken_charge:R:1
C 0.873918 0.437676 1.426142 0.022 0.064 0.076 -1.00
C 0.450363 0.424286 -0.013413 0.304 0.284 -0.119 0.78
O 0.967151 1.087107 -0.887770 -0.261 -0.306 0.377 -0.57
C -0.719234 -0.521783 -0.361915 -0.203 -0.178 0.027 0.37
O -1.282520 -1.176214 0.497751 0.182 0.204 -0.328 -0.60
N -1.015823 -0.521421 -1.676494 -0.058 -0.056 0.047 -0.35
H 1.231807 1.430939 1.698362 -0.024 -0.059 -0.084 0.34
H 0.058142 0.117754 2.074756 0.114 0.020 -0.084 0.31
H 1.707665 -0.262154 1.554798 -0.129 0.020 -0.053 0.25
H -0.494848 0.075048 -2.301536 -0.063 -0.079 0.112 0.25
H -1.776622 -1.091237 -2.010681 0.117 0.087 0.029 0.23
```
Positions in Å, forces in eV/Å.

Properties
Maximum force in eV/Å: 0.551
Energy above the lowest of the compared OMol25 structures with the same formula, charge and spin in eV: 0.146
LUMO level in eV: 0.176
SMILES string: CC(=O)C(N)=O
Net charge: 0
Frontier orbital gap in eV: 9.890



7.
Entry from the OMol25 dataset: an isolated molecule of C3H5NO2 at a distorted geometry (ωB97M-V with the def2-TZVPD basis set).

```
11
Properties=species:S:1:pos:R:3:forces:R:3:mulliken_charge:R:1
N 1.737838 -1.179133 -0.441834 -0.136 -0.444 0.438 -0.64
C 0.797904 -0.346677 -0.317800 -0.160 -0.576 0.235 0.50
C -0.355346 -0.961704 0.376456 -3.496 2.141 -0.286 -0.11
O -1.554647 0.132912 0.039236 2.010 -2.032 0.374 -0.39
C -0.921623 1.297334 -0.009624 2.142 -0.382 -0.877 -0.07
O 0.679388 0.927297 -0.610031 -2.170 0.564 0.771 -0.50
H 2.599078 -0.754401 -0.659983 1.312 0.623 -0.842 0.25
H -0.742934 -1.886385 -0.038607 0.189 0.095 0.036 0.23
H -0.277832 -0.980632 1.463867 0.112 0.021 -0.151 0.22
H -1.341165 2.002104 -0.725744 0.113 -0.102 -0.032 0.24
H -0.614532 1.744021 0.925237 0.083 0.093 0.335 0.27
```
Positions in Å, forces in eV/Å.

Properties
Maximum force in eV/Å: 4.109
Energy above the lowest of the compared OMol25 structures with the same formula, charge and spin in eV: 2.698
LUMO level in eV: 0.846
SMILES string: [H]/N=C1/COCO1
Net charge: 0
Frontier orbital gap in eV: 10.743



8.
Entry from the OMol25 dataset: a structure of composition C3H5NO2 at a distorted geometry (ωB97M-V with the def2-TZVPD basis set).

```
11
Properties=species:S:1:pos:R:3:forces:R:3:mulliken_charge:R:1
N 1.613368 -0.720367 0.235941 0.147 0.086 0.013 -0.35
C 0.600905 -0.144341 0.940112 0.071 0.170 0.216 0.47
O 0.726908 0.543320 1.942151 0.037 -0.402 -0.668 -0.61
C -0.767514 -0.585718 0.448348 -1.354 1.900 -0.037 -0.10
C -1.205302 0.651099 -0.785545 0.359 -0.785 -0.042 -0.44
O -0.866796 -0.712161 -0.949716 0.039 0.336 -0.296 -0.28
H 1.420069 -1.172460 -0.648341 0.061 0.110 0.293 0.21
H 2.568297 -0.615959 0.552391 -0.279 0.010 -0.082 0.24
H -1.598965 0.540645 0.540287 0.894 -1.018 -0.380 0.27
H -2.182735 0.893647 -1.222985 0.202 -0.175 0.531 0.34
H -0.400720 1.349496 -1.035889 -0.177 -0.231 0.452 0.26
```
Positions in Å, forces in eV/Å.

Properties
Maximum force in eV/Å: 2.333
Energy above the lowest of the compared OMol25 structures with the same formula, charge and spin in eV: 4.737
LUMO level in eV: 0.459
Net charge: 0
Frontier orbital gap in eV: 9.334



9.
Entry from the OMol25 dataset: an isolated molecule of C3H5NO2 (ωB97M-V with the def2-TZVPD basis set).

```
11
Properties=species:S:1:pos:R:3:forces:R:3:mulliken_charge:R:1
N 1.848335 -1.010224 -0.494502 -0.266 0.298 0.054 -0.66
C 0.787508 -0.387959 -0.226285 0.213 -0.288 0.061 0.47
C -0.393200 -0.927330 0.542559 0.118 -0.171 0.034 -0.14
O -1.430258 -0.007842 0.256375 -0.087 -0.024 -0.037 -0.35
C -0.823041 1.197527 -0.112564 -0.100 0.308 -0.030 -0.11
O 0.491874 0.895909 -0.564966 0.058 -0.090 -0.098 -0.38
H 2.497743 -0.414666 -1.007538 -0.015 -0.047 0.020 0.27
H -0.681998 -1.921826 0.198510 0.055 0.141 0.056 0.24
H -0.161810 -0.965485 1.616552 -0.032 0.029 -0.130 0.21
H -1.382497 1.642466 -0.938908 0.033 -0.019 0.125 0.19
H -0.752660 1.899428 0.730769 0.023 -0.136 -0.056 0.25
```
Positions in Å, forces in eV/Å.

Properties
Maximum force in eV/Å: 0.403
Energy above the lowest of the compared OMol25 structures with the same formula, charge and spin in eV: 1.355
LUMO level in eV: 0.865
SMILES string: [H]/N=C1/COCO1
Net charge: 0
Frontier orbital gap in eV: 11.184



10.
Entry from the OMol25 dataset: an isolated molecule of C3H5NO2 (ωB97M-V with the def2-TZVPD basis set).

```
11
Properties=species:S:1:pos:R:3:forces:R:3:mulliken_charge:R:1
C -1.610320 -0.001119 0.197628 -0.111 0.050 -0.086 -1.04
C -0.343398 -0.441747 -0.474640 -0.170 -0.150 -0.236 0.58
O -0.214678 -1.497865 -1.054347 0.039 0.478 0.313 -0.52
C 0.851836 0.542852 -0.384249 -0.039 0.116 -0.066 0.55
O 0.843201 1.647690 -0.888428 -0.025 -0.446 0.213 -0.58
N 1.838155 -0.029935 0.341200 -0.061 0.018 0.012 -0.35
H -2.417698 -0.697909 -0.034312 0.111 0.111 0.032 0.31
H -1.467491 0.052499 1.285790 0.064 -0.012 -0.228 0.29
H -1.849239 1.006690 -0.146486 -0.068 -0.009 0.047 0.32
H 1.619946 -0.957904 0.655199 0.567 -0.170 0.112 0.21
H 2.749683 0.376745 0.502646 -0.307 0.015 -0.112 0.24
```
Positions in Å, forces in eV/Å.

Properties
Maximum force in eV/Å: 0.602
Energy above the lowest of the compared OMol25 structures with the same formula, charge and spin in eV: 0.441
LUMO level in eV: 0.783
SMILES string: CC(=O)C(N)=O
Net charge: 0
Frontier orbital gap in eV: 10.358